No. 1
The following is a DFT calculation (ωB97M-V/def2-TZVPD) of C34H37CrN6O4S4 as an isolated structure.

Positions of all 86 atoms, in Å:
1 Cr -0.331 1.736 0.144
2 C 0.629 4.386 -1.320
3 C 1.220 3.284 -0.492
4 N 0.859 3.253 0.779
5 N 1.745 2.845 1.762
6 C 1.224 2.078 2.648
7 S -0.356 1.386 2.484
8 S 2.117 1.665 4.117
9 C 3.848 1.951 3.624
10 C 4.586 0.660 3.359
11 C 5.809 0.407 3.970
12 C 6.507 -0.769 3.706
13 C 5.980 -1.706 2.829
14 C 4.751 -1.462 2.222
15 C 4.060 -0.290 2.484
16 C 2.366 2.502 -0.963
17 C 3.411 3.004 -1.731
18 C 4.456 2.175 -2.096
19 C 4.433 0.835 -1.702
20 C 3.375 0.316 -0.977
21 C 2.310 1.142 -0.620
22 O 1.228 0.663 0.007
23 H 1.245 5.279 -1.179
24 H -0.380 4.623 -0.976
25 H 0.616 4.123 -2.376
26 H 4.321 2.523 4.421
27 H 3.792 2.573 2.733
28 H 6.225 1.136 4.658
29 H 7.463 -0.949 4.185
30 H 6.519 -2.623 2.626
31 H 4.330 -2.193 1.539
32 H 3.097 -0.109 2.013
33 H 3.414 4.049 -2.023
34 H 5.276 2.560 -2.688
35 H 5.255 0.184 -1.974
36 H 3.344 -0.730 -0.698
37 O -1.830 0.285 0.071
38 C -3.184 0.658 0.367
39 C -3.180 2.209 0.242
40 O -4.213 2.837 0.256
41 O -1.996 2.746 0.060
42 C -3.605 0.191 1.768
43 C -3.122 -1.018 2.263
44 C -3.515 -1.486 3.510
45 C -4.416 -0.760 4.278
46 C -4.910 0.441 3.787
47 C -4.504 0.918 2.546
48 C -4.095 0.080 -0.737
49 C -5.475 0.279 -0.704
50 C -6.277 -0.185 -1.736
51 C -5.719 -0.861 -2.816
52 C -4.350 -1.079 -2.845
53 C -3.540 -0.607 -1.812
54 H -1.606 -0.627 0.309
55 H -2.437 -1.635 1.691
56 H -3.111 -2.422 3.880
57 H -4.725 -1.126 5.251
58 H -5.615 1.019 4.375
59 H -4.877 1.868 2.193
60 H -5.923 0.804 0.127
61 H -7.347 -0.013 -1.698
62 H -6.349 -1.222 -3.621
63 H -3.900 -1.616 -3.674
64 H -2.473 -0.779 -1.853
65 C 1.608 -6.092 -0.744
66 N 0.666 -5.065 -0.304
67 C 0.374 -3.887 -0.887
68 S -0.398 -2.672 -0.003
69 N 0.728 -3.674 -2.174
70 C 0.901 -4.676 -3.228
71 H 1.776 -6.763 0.093
72 H 2.570 -5.660 -1.027
73 H 1.227 -6.683 -1.573
74 H 0.383 -5.084 0.658
75 H 0.452 -2.757 -2.474
76 H 1.827 -5.233 -3.129
77 H 0.936 -4.148 -4.177
78 H 0.065 -5.378 -3.261
79 N -2.477 2.957 -2.650
80 C -1.619 2.125 -3.234
81 N -1.796 1.883 -4.546
82 S -0.332 1.354 -2.436
83 H -3.309 3.265 -3.124
84 H -2.428 3.083 -1.648
85 H -2.486 2.373 -5.084
86 H -1.116 1.319 -5.020

Results
**Spin multiplicity**: 2
**LUMO level (spin up / spin down)**: -0.64 / -0.05 eV
**ΔE to the lowest compared entry with this formula, charge and spin**: 123.1 kJ/mol
**Max |F|**: 0.8 eV/A
**Molar mass**: 774.0 g/mol

***

No. 2
The following is a DFT calculation (ωB97M-V/def2-TZVPD) of C7H18BINO4PPtSi as an isolated structure at a distorted geometry.

Positions of all 35 atoms, in Å:
1 C -0.768 3.900 1.054
2 C -1.476 2.571 1.566
3 O -1.840 2.512 2.773
4 N -1.703 1.377 0.760
5 C -1.683 1.646 -0.716
6 C -2.243 0.306 -1.428
7 C -1.454 -1.012 -0.985
8 C -0.247 -1.350 -1.997
9 Si 1.444 -1.620 -1.122
10 C 1.556 -3.275 -0.181
11 B 1.359 -3.182 1.426
12 O 2.502 -3.526 2.236
13 O 0.169 -2.803 2.123
14 P 1.979 0.176 0.073
15 O 2.605 1.285 -1.092
16 I 3.895 -0.246 1.554
17 H -0.077 4.252 1.924
18 H -1.594 4.672 0.876
19 H -0.135 3.698 0.123
20 H -2.678 1.068 0.956
21 H -2.386 2.545 -0.893
22 H -0.649 1.934 -1.120
23 H -2.265 0.482 -2.555
24 H -3.344 0.219 -1.099
25 H -2.223 -1.869 -1.006
26 H -1.021 -0.976 0.068
27 H -0.556 -2.297 -2.578
28 H -0.213 -0.492 -2.767
29 H 2.443 -1.695 -2.218
30 H 0.834 -4.067 -0.608
31 H 2.610 -3.695 -0.386
32 H 2.250 -3.529 3.184
33 H -0.545 -2.552 1.502
34 H 3.591 1.156 -1.077
35 Pt 1.862 4.387 1.631

Results
**LUMO level**: -12.45 eV
**Charge**: +2
**Max |F|**: 5.2 eV/A
**Molar mass**: 572.1 g/mol